No. 1
Density functional theory data (ωB97M-V/def2-TZVPD) for a structure of composition C46H39BrN5O3PSSn.

Cartesian coordinates (Å):
Sn: -0.5898 0.7723 -1.4279
C: 1.4853 -1.9513 -3.5853
C: 2.4589 -0.9588 -3.0141
C: 3.7932 -1.3063 -2.7959
C: 4.6650 -0.3457 -2.3224
C: 4.2002 0.9447 -2.1039
C: 2.8600 1.2112 -2.3425
N: 2.0111 0.2681 -2.7588
C: 2.2722 2.5822 -2.2035
C: 3.0651 3.7140 -2.0542
C: 2.4570 4.9528 -1.9647
C: 1.0774 5.0391 -2.0351
C: 0.3529 3.8670 -2.1841
N: 0.9447 2.6764 -2.2569
C: -1.1422 3.8577 -2.2953
C: -1.8725 5.0133 -2.4886
C: -3.2487 4.9175 -2.6617
C: -3.8473 3.6755 -2.6738
C: -3.0640 2.5410 -2.4893
C: -3.6632 1.1644 -2.5245
N: -1.7480 2.6529 -2.2659
H: 1.8012 -2.2424 -4.5887
H: 0.4878 -1.5230 -3.6473
H: 1.4469 -2.8616 -2.9838
H: 4.1309 -2.3119 -3.0136
H: 5.7046 -0.5855 -2.1387
H: 4.8814 1.7064 -1.7561
H: 4.1410 3.6452 -2.0292
H: 3.0558 5.8473 -1.8524
H: 0.5894 5.9997 -1.9635
H: -1.3878 5.9762 -2.5430
H: -3.8396 5.8122 -2.8122
H: -4.9103 3.5641 -2.8390
H: -4.5434 1.1494 -3.1632
H: -3.9598 0.8623 -1.5146
H: -2.9517 0.4337 -2.9087
O: -0.9450 -2.3888 -1.1436
C: -0.6164 -2.9618 -0.1656
C: -1.2278 -3.7907 0.8994
C: -2.5112 -4.2268 1.2009
C: -2.6377 -5.0087 2.3337
C: -1.5286 -5.3400 3.1288
C: -0.2490 -4.8958 2.8286
C: -0.1230 -4.1043 1.6970
P: 1.0695 -3.1945 0.7270
C: 2.3118 -4.1590 -0.0930
C: 3.6691 -3.8789 0.0655
C: 4.6061 -4.6975 -0.5483
C: 4.1894 -5.7775 -1.3138
C: 2.8353 -6.0560 -1.4728
C: 1.8928 -5.2509 -0.8608
C: 1.7513 -1.7472 1.4905
C: 1.6543 -1.5584 2.8664
C: 2.1683 -0.4004 3.4317
C: 2.7656 0.5582 2.6255
C: 2.8620 0.3696 1.2504
C: 2.3562 -0.7830 0.6749
H: -3.3633 -3.9659 0.5883
H: -3.6137 -5.3794 2.6172
H: -1.6811 -5.9569 4.0049
H: 0.5934 -5.1596 3.4538
H: 3.9921 -3.0371 0.6637
H: 5.6615 -4.4974 -0.4198
H: 4.9249 -6.4134 -1.7893
H: 2.5195 -6.9025 -2.0674
H: 0.8376 -5.4733 -0.9767
H: 1.1786 -2.3036 3.4913
H: 2.1017 -0.2468 4.5004
H: 3.1587 1.4622 3.0718
H: 3.3277 1.1235 0.6279
H: 2.4313 -0.9323 -0.3977
Br: -5.7306 -0.5646 5.3199
C: -4.2113 -0.8124 4.2343
C: -3.1549 -1.5734 4.7090
C: -2.0326 -1.7390 3.9082
C: -1.9748 -1.1567 2.6504
C: -3.0451 -0.4051 2.1806
C: -4.1657 -0.2235 2.9819
C: -2.9868 0.2876 0.8386
O: -3.8663 1.0958 0.5241
O: -1.9908 -0.0169 0.0938
H: -3.2095 -2.0239 5.6909
H: -1.1969 -2.3167 4.2844
H: -1.0948 -1.2542 2.0310
H: -4.9900 0.3697 2.6116
S: 0.1269 2.2660 0.7802
C: -0.9248 3.6292 0.8207
N: -2.2405 3.6674 0.7021
C: -2.7783 5.0262 0.8200
C: -1.5234 5.8614 1.1568
N: -0.4556 4.8692 1.0155
H: -2.8328 2.8575 0.4596
H: -3.5306 5.0673 1.6033
H: -3.2365 5.3351 -0.1168
H: -1.5510 6.2673 2.1661
H: -1.3787 6.6814 0.4552
H: 0.4999 5.0200 1.2905

Cartesian forces (eV/Å) of the 2 atoms listed first:
Sn 0.2 0.0 0.2
C 0.0 0.0 0.0

- HOMO-LUMO gap: 0.268 Eh
- LUMO: -5.39 eV
- Highest occupied orbital energy: -12.69 eV
- Spin multiplicity: 1
- Total charge: +2

---

No. 2
Density functional theory data (ωB97M-V/def2-TZVPD) for a cluster of 2 separate species, C22H39N2O6S in total in a non-equilibrium geometry.

Cartesian coordinates (Å):
C: -2.4920 4.8327 3.1946
C: -1.8966 5.0543 1.8939
C: -0.3101 4.9470 1.7616
C: 0.1564 3.8079 0.6922
C: 1.0051 4.3987 -0.5320
C: 0.5783 3.7506 -1.9585
C: -1.0613 4.1913 -2.2125
C: -1.3138 5.1001 -3.6184
O: -1.3651 5.6500 -2.0895
O: 2.4428 4.2081 -0.4340
S: 3.0181 4.4431 1.1145
O: 4.5242 4.2644 1.0314
O: 2.7538 5.8000 1.6948
C: 2.3038 3.0530 2.1558
C: 0.9554 2.5864 1.4237
N: -0.0444 1.9163 2.3092
C: 0.5796 1.2144 3.4744
C: -0.8041 0.8621 1.5616
C: -2.2780 1.0999 0.9824
O: -0.3231 -0.2899 1.3790
H: -3.1495 3.9128 3.4100
H: -2.3097 5.5914 4.0387
H: -2.4935 5.3471 0.9698
H: 0.1017 4.5989 2.7755
H: 0.1852 5.9497 1.5314
H: -0.8328 3.3270 0.3410
H: 0.7274 5.5148 -0.6320
H: 1.1564 4.2048 -2.8251
H: 0.5895 2.6111 -1.9265
H: -1.8971 3.3876 -1.9162
H: -2.0306 5.9590 -3.7890
H: -2.1557 4.3139 -3.8662
H: 3.0291 2.1750 2.2044
H: 2.0766 3.5062 3.1868
H: 1.2282 1.8388 0.5832
H: 1.4047 0.4807 3.1358
H: -0.2755 0.6454 3.9992
H: 0.9745 1.9410 4.2793
H: -2.2256 1.7337 0.0181
H: -2.9846 1.5897 1.7446
H: -2.7279 0.0949 0.6528
C: 0.6587 -3.2753 0.6425
C: -0.2860 -3.7502 -0.4817
C: 0.2932 -3.3365 -1.8533
C: 1.5318 -4.1087 -2.2953
C: 1.6046 -5.5220 -1.7229
C: 0.2457 -6.1182 -1.2923
N: -0.3671 -5.2117 -0.3202
O: -1.5947 -5.6677 0.1550
C: 0.5626 -7.4560 -0.5916
C: -0.6078 -6.4217 -2.5410
C: -1.6100 -2.9697 -0.3307
H: 0.2526 -3.5215 1.6272
H: 0.8046 -2.1888 0.6105
H: 1.6457 -3.7394 0.5709
H: -0.4780 -3.4589 -2.6219
H: 0.5295 -2.2629 -1.8567
H: 1.5475 -4.1500 -3.3907
H: 2.4354 -3.5609 -2.0058
H: 2.0998 -6.1766 -2.4506
H: 2.2737 -5.5017 -0.8547
H: 1.1294 -7.2906 0.3301
H: 1.1672 -8.1038 -1.2388
H: -0.3448 -8.0098 -0.3353
H: -0.0785 -7.1134 -3.2094
H: -0.8426 -5.5284 -3.1257
H: -1.5546 -6.8994 -2.2758
H: -1.4327 -1.8903 -0.4142
H: -2.0772 -3.1359 0.6427
H: -2.3277 -3.2441 -1.1101

Cartesian forces (eV/Å) of the 2 atoms listed first:
C 0.3 0.2 -1.7
C 0.3 -0.4 1.9

- HOMO-LUMO gap: 0.072 Eh
- LUMO: 0.93 eV
- Highest occupied orbital energy: -1.04 eV
- Spin multiplicity: 1
- Total charge: -1

---

No. 3
Density functional theory data (ωB97M-V/def2-TZVPD) for a structure of composition C12H16N6O3 in a non-equilibrium geometry.

Cartesian coordinates (Å):
C: 2.2903 -1.7678 -0.1282
C: 0.7504 -1.7329 -0.0766
C: 3.0504 -0.4979 -0.7569
C: 3.3204 0.8452 -0.1294
C: 4.5397 1.3987 -0.0600
C: 3.0045 2.5396 1.0480
C: -1.2633 -0.3004 0.2709
C: -1.8262 -1.3490 1.2842
C: -2.0900 -0.0065 -1.0029
C: -3.3198 0.7050 -0.6870
C: -4.5404 0.1534 -0.1526
C: -4.6928 2.2961 -0.4094
H: 2.6929 -2.2051 -2.3818
H: 1.5841 -3.8357 -1.3938
H: 2.6362 -2.2830 0.8869
H: 3.9222 -1.0415 -1.2201
H: 2.3009 -0.2814 -1.7194
H: 5.5976 1.1516 -0.4430
H: 2.5629 3.3639 1.6105
H: 4.8057 3.5598 1.0235
H: 0.8878 0.3126 0.5706
H: -1.3348 0.5490 0.8103
H: -2.4033 -0.9821 -1.4318
H: -1.3992 0.5859 -1.7884
H: -4.7558 -0.8013 0.4585
H: -5.2447 3.2466 -0.3295
H: -6.3396 0.9171 0.3027
H: -1.5936 -2.1826 3.0947
N: 2.6149 -2.8547 -1.1739
N: 2.3702 1.5192 0.5732
N: 4.3262 2.5741 0.6962
N: 0.2465 -0.4935 0.2289
N: -3.4520 2.0787 -0.7309
N: -5.4195 1.1920 -0.0584
O: 0.0093 -2.7395 -0.3370
O: -2.8869 -1.9892 1.2388
O: -0.9513 -1.6444 2.3131

Cartesian forces (eV/Å) of the 2 atoms listed first:
C -0.1 -2.5 -0.7
C -1.9 -0.5 -0.3

- HOMO-LUMO gap: 0.315 Eh
- LUMO: 0.41 eV
- Highest occupied orbital energy: -8.15 eV
- Spin multiplicity: 1

---

No. 4
Density functional theory data (ωB97M-V/def2-TZVPD) for a structure of composition C30H35CoN4OSSb.

Cartesian coordinates (Å):
Co: 0.0613 0.0146 0.0479
O: 1.9819 0.0373 -0.4293
N: 2.5975 1.2176 -0.3976
C: 3.9472 1.1990 -0.4082
C: 4.6708 2.3559 -0.4266
C: 3.9777 3.5730 -0.4367
C: 2.6081 3.5719 -0.4115
C: 1.8747 2.3702 -0.3691
S: 0.1746 2.2853 -0.2408
H: 4.3669 0.2048 -0.3944
H: 5.7493 2.3093 -0.4284
H: 4.5185 4.5099 -0.4561
H: 2.0391 4.4906 -0.4084
C: -1.8691 2.6368 3.7871
C: -2.2866 1.7487 4.9261
C: -3.2926 2.1514 5.8002
C: -3.6803 1.3684 6.8767
C: -3.0624 0.1478 7.1030
C: -2.0757 -0.2855 6.2329
C: -1.6886 0.5019 5.1537
N: -0.6659 0.0161 4.2898
C: -0.8237 -0.1344 2.9296
N: -2.1109 -0.2684 2.5322
C: -2.6543 -0.1905 1.2237
C: -1.8388 -0.0430 0.1013
C: -2.5129 0.0615 -1.1244
C: -3.8929 0.0102 -1.2339
C: -4.6610 -0.1472 -0.0895
C: -4.0559 -0.2458 1.1540
C: -4.8936 -0.3970 2.3970
N: 0.1765 -0.1729 2.1132
C: 1.4748 0.0286 2.6527
C: 1.9753 1.3219 2.7871
C: 3.2618 1.5360 3.2563
C: 4.0590 0.4528 3.5959
C: 3.5550 -0.8344 3.4770
C: 2.2632 -1.0693 3.0162
C: 1.7098 -2.4615 2.9188
H: -2.0734 3.6795 4.0266
H: -2.4066 2.3916 2.8678
H: -0.8064 2.5355 3.5665
H: -3.7669 3.1121 5.6377
H: -4.4600 1.7157 7.5421
H: -3.3541 -0.4690 7.9426
H: -1.5949 -1.2459 6.3710
H: 0.2853 0.0280 4.6219
H: -2.7786 -0.2985 3.2834
H: -1.9266 0.1975 -2.0294
H: -4.3704 0.0970 -2.2025
H: -5.7422 -0.1881 -0.1544
H: -5.9498 -0.4530 2.1389
H: -4.7705 0.4483 3.0832
H: -4.6465 -1.3076 2.9524
H: 1.3378 2.1495 2.4991
H: 3.6407 2.5464 3.3467
H: 5.0684 0.6075 3.9552
H: 4.1760 -1.6806 3.7492
H: 2.5014 -3.2057 3.0031
H: 1.1856 -2.6012 1.9742
H: 0.9789 -2.6550 3.7091
C: -0.6168 -4.2300 0.0058
Sb: 0.2222 -2.4400 -0.8106
C: 2.1587 -3.2050 -1.2710
C: -0.6372 -2.6507 -2.7531
H: -0.4246 -5.0561 -0.6784
H: -1.6923 -4.1046 0.1259
H: -0.1810 -4.4594 0.9769
H: 2.0744 -4.0884 -1.9033
H: 2.6834 -3.4659 -0.3521
H: 2.7246 -2.4299 -1.7843
H: -0.4580 -3.6526 -3.1425
H: -0.1944 -1.9165 -3.4256
H: -1.7088 -2.4660 -2.6936

Cartesian forces (eV/Å) of the 2 atoms listed first:
Co 0.4 0.0 -0.1
O 0.0 0.0 0.3

- HOMO-LUMO gap (spin up / spin down): 0.287 / 0.285 Eh
- LUMO (spin up / spin down): 0.69 / 0.69 eV
- Highest occupied orbital energy (spin up / spin down): -7.11 / -7.07 eV
- Spin multiplicity: 2

---

No. 5
Density functional theory data (ωB97M-V/def2-TZVPD) for a structure of composition C45H112CuN7O15 in a non-equilibrium geometry.

Cartesian coordinates (Å):
Cu: -1.5931 0.9344 -4.3281
C: -0.4617 0.8892 -0.0923
C: -0.1694 -0.2130 -1.1069
C: -0.6455 -1.5557 -0.5243
O: -0.5271 0.1460 -2.3819
H: 0.0408 1.8311 -0.3391
H: -0.0195 0.6111 0.8681
H: -1.5150 1.1813 -0.0706
H: 0.9395 -0.2442 -1.0930
H: -0.1480 -2.4280 -0.9539
H: -1.7258 -1.6840 -0.6407
H: -0.4331 -1.5901 0.5475
C: -5.1760 0.5820 4.8981
O: -4.3947 0.0927 3.8384
C: -4.8353 0.3766 2.5301
C: -3.8298 -0.1437 1.5196
N: -4.0453 0.3635 0.1701
C: -5.1553 -0.2966 -0.5408
C: -4.8950 -1.7578 -0.8902
O: -5.7904 -2.1142 -1.9070
C: -5.4547 -3.3590 -2.5219
H: -6.0295 1.2002 4.5964
H: -4.5972 1.2727 5.5143
H: -5.6278 -0.1885 5.5248
H: -5.0166 1.4521 2.4424
H: -5.7827 -0.1628 2.3966
H: -3.8015 -1.2391 1.4830
H: -2.8295 0.1256 1.8710
H: -3.1701 0.2648 -0.3284
H: -5.3527 0.2806 -1.4471
H: -6.0804 -0.1187 0.0119
H: -4.9572 -2.4533 -0.0469
H: -3.8464 -1.7424 -1.2204
H: -6.2884 -3.6919 -3.1329
H: -5.2155 -4.0732 -1.7276
H: -4.5354 -3.2583 -3.1052
C: 3.0308 3.0301 0.6551
O: 2.3580 4.2460 0.8353
C: 1.0799 4.1450 1.4333
C: 0.5420 5.5612 1.6505
N: 1.3117 6.3332 2.6004
C: 1.2454 5.8917 3.9893
C: 2.4530 6.3669 4.7694
O: 3.6516 5.9647 4.1257
C: 4.8268 6.3254 4.8233
H: 2.4139 2.2686 0.1593
H: 3.2352 2.5754 1.6321
H: 3.9297 3.1533 0.0579
H: 1.1766 3.5881 2.3728
H: 0.4007 3.5556 0.8064
H: -0.5346 5.5091 1.8256
H: 0.6580 6.0707 0.6889
H: 2.2764 6.1320 2.3395
H: 1.1675 4.8002 4.0624
H: 0.3717 6.3382 4.4725
H: 2.3780 5.9010 5.7581
H: 2.4200 7.4558 4.8639
H: 4.9595 5.6292 5.6571
H: 4.8588 7.3299 5.2571
H: 5.6001 6.2647 4.0598
C: -0.5532 -6.6941 -8.1417
O: -0.2385 -6.1502 -6.8696
C: 0.7726 -5.1616 -6.9363
C: 0.9334 -4.5213 -5.5673
N: -0.2163 -3.6900 -5.2291
C: -0.3435 -3.4403 -3.7791
C: -1.8278 -3.2085 -3.4646
O: -2.5836 -4.3938 -3.7402
C: -2.2825 -5.3965 -2.7903
H: -1.0688 -5.9382 -8.7439
H: -1.2843 -7.4662 -7.9096
H: 0.2684 -7.0766 -8.7501
H: 0.4957 -4.3832 -7.6550
H: 1.7188 -5.6520 -7.1848
H: 1.8249 -3.9001 -5.4709
H: 0.9457 -5.3768 -4.8750
H: -1.0297 -4.2675 -5.4411
H: 0.1698 -2.4848 -3.6408
H: 0.1167 -4.2407 -3.1943
H: -2.1816 -2.3999 -4.1016
H: -1.9443 -2.8622 -2.4364
H: -2.9937 -6.2198 -2.8134
H: -2.1850 -4.9931 -1.7773
H: -1.3056 -5.8578 -2.9724
C: 2.0172 3.6646 4.0857
O: 0.8707 2.8514 4.1020
C: 0.8230 1.8016 3.1574
C: -0.3480 0.9194 3.4449
N: -0.0678 -0.2415 4.3193
C: -1.2483 -1.0749 4.5439
C: -1.0606 -1.9671 5.7695
O: -2.1750 -2.8324 5.9320
C: -3.3674 -2.1189 6.1772
H: 2.8754 2.9832 4.0472
H: 2.0030 4.3892 4.8940
H: 2.0302 4.2111 3.1309
H: 1.7492 1.2193 3.0981
H: 0.6466 2.2102 2.1530
H: -0.8054 0.4688 2.5611
H: -1.1205 1.5463 3.9099
H: 0.3610 0.0798 5.1800
H: -1.4154 -1.5741 3.5832
H: -2.1427 -0.4465 4.6461
H: -0.9618 -1.3058 6.6406
H: -0.0910 -2.4654 5.7702
H: -3.3167 -1.2239 6.8034
H: -4.0627 -2.8058 6.6621
H: -3.7889 -1.8509 5.2056
C: 2.6133 -0.0154 0.5999
O: 2.8650 -0.7036 1.8165
C: 1.9867 -1.7984 1.9652
C: 2.0825 -2.3663 3.3659
N: 3.1073 -3.4390 3.3841
C: 3.3168 -3.9543 4.7432
C: 4.3969 -4.9926 4.7791
O: 5.6840 -4.4497 4.5289
C: 6.6890 -5.4421 4.7371
H: 1.5641 0.2416 0.4067
H: 2.8485 -0.6681 -0.2476
H: 3.2124 0.8895 0.6592
H: 2.1548 -2.5372 1.1729
H: 0.9714 -1.4041 1.8091
H: 1.1527 -2.8701 3.6350
H: 2.3469 -1.6088 4.1071
H: 3.9810 -2.9585 3.1771
H: 2.3697 -4.3565 5.1157
H: 3.4753 -3.0823 5.3955
H: 4.1392 -5.7424 4.0236
H: 4.3939 -5.4942 5.7530
H: 6.4885 -6.3025 4.0949
H: 6.6805 -5.7181 5.7936
H: 7.6893 -5.0936 4.4898
C: 2.5735 4.1534 -2.7733
O: 3.2530 2.9215 -2.9555
C: 2.3466 1.8428 -3.0867
C: 3.1490 0.5349 -3.0280
N: 2.3175 -0.5934 -3.4085
C: 2.9447 -1.8344 -2.9504
C: 4.3261 -2.0980 -3.5737
O: 5.2750 -1.5535 -2.6603
C: 6.5940 -1.6008 -3.1740
H: 3.3760 4.8696 -2.6044
H: 1.8818 4.0730 -1.9319
H: 2.0760 4.4330 -3.7078
H: 1.7519 1.8412 -4.0110
H: 1.6170 1.9606 -2.2763
H: 3.5098 0.4896 -1.9907
H: 4.0470 0.7008 -3.6242
H: 1.4076 -0.4831 -2.9613
H: 2.2909 -2.6702 -3.2104
H: 3.0743 -1.8421 -1.8619
H: 4.4662 -1.6939 -4.5806
H: 4.4869 -3.1782 -3.6673
H: 6.9316 -2.6386 -3.2445
H: 7.3007 -1.1333 -2.4871
H: 6.6711 -1.0376 -4.1069
C: -4.9575 -0.6055 -4.7893
O: -4.0480 0.2542 -4.1205
C: -4.6094 1.5769 -4.0417
C: -3.7838 2.2778 -2.9996
N: -2.7531 3.1496 -3.6084
C: -1.7555 3.4609 -2.5920
C: -2.1649 4.5781 -1.6480
O: -2.0780 5.8298 -2.3229
C: -2.3346 6.9037 -1.4321
H: -5.8239 -0.8634 -4.1757
H: -4.4512 -1.5581 -4.9556
H: -5.2886 -0.2211 -5.7577
H: -5.6597 1.6124 -3.7349
H: -4.5998 2.0036 -5.0496
H: -3.3247 1.6025 -2.2780
H: -4.4350 2.8787 -2.3518
H: -3.1961 3.9745 -3.9910
H: -0.8538 3.8905 -3.0422
H: -1.4518 2.6066 -1.9867
H: -1.3985 4.5511 -0.8635
H: -3.1767 4.5004 -1.2388
H: -3.3653 6.9458 -1.0655
H: -2.0798 7.8462 -1.9091
H: -1.7457 6.8203 -0.5153

Cartesian forces (eV/Å) of the 2 atoms listed first:
Cu 0.1 -0.3 1.8
C 0.1 0.6 -0.1

- HOMO-LUMO gap: 0.263 Eh
- LUMO: -0.58 eV
- Highest occupied orbital energy: -7.73 eV
- Spin multiplicity: 1

---

no.,E_tot (Eh)
1,-5803.327539
2,-1820.261168
3,-1020.928880
4,-3479.639647
5,-4933.484192